# 1
The following is a DFT calculation (wB97M-V/def2-TZVPD) of a structure of composition C40H44N5PS4SeTi.

```
! wB97M-V def2-TZVPD RIJCOSX def2/J DEFGRID3
* xyz 1 2
Ti 0.81 1.14 -1.66
S 0.08 3.34 -1.06
C 0.88 3.81 0.44
C 0.93 5.16 0.78
C 1.48 5.56 1.99
C 1.99 4.63 2.88
C 1.95 3.28 2.55
C 1.42 2.88 1.33
S 1.38 1.15 0.92
C 3.13 0.70 1.18
C 3.25 -0.74 0.77
C 3.63 -1.76 1.63
C 3.65 -3.06 1.13
C 3.33 -3.29 -0.19
C 2.98 -2.19 -0.99
C 2.70 -2.34 -2.46
S 2.27 -0.80 -3.28
C 3.85 -0.01 -3.46
C 4.86 -0.67 -4.16
C 6.09 -0.08 -4.34
C 6.31 1.21 -3.85
C 5.29 1.88 -3.19
C 4.05 1.28 -2.98
S 2.83 2.28 -2.17
N 2.93 -0.97 -0.50
H 0.52 5.89 0.10
H 1.51 6.62 2.23
H 2.41 4.94 3.82
H 2.32 2.55 3.25
H 3.37 0.83 2.23
H 3.74 1.34 0.56
H 3.88 -1.55 2.66
H 3.93 -3.88 1.77
H 3.36 -4.28 -0.62
H 1.90 -3.06 -2.65
H 3.59 -2.73 -2.96
H 4.67 -1.66 -4.57
H 6.87 -0.60 -4.88
H 7.26 1.69 -4.00
H 5.46 2.89 -2.83
C -4.09 0.75 -1.63
C -2.65 0.83 -1.49
N -1.51 0.86 -1.39
H -4.49 0.13 -0.82
H -4.34 0.31 -2.59
H -4.52 1.75 -1.55
Se -0.02 2.55 -5.00
N -1.04 1.54 -6.03
C -1.24 0.39 -5.41
C -2.02 -0.70 -5.88
C -2.10 -1.79 -5.08
C -1.41 -1.82 -3.82
N -0.68 -0.86 -3.35
C -0.59 0.25 -4.14
N 0.09 1.31 -3.74
H -2.52 -0.64 -6.84
H -2.67 -2.66 -5.38
H -1.49 -2.72 -3.21
C -1.19 1.24 3.97
C -1.29 -0.27 3.73
C 0.09 -0.88 4.04
C -2.33 -0.85 4.69
P -1.64 -0.45 1.89
C -3.39 0.09 1.84
C -4.52 -0.69 2.04
C -5.80 -0.15 1.96
C -5.96 1.21 1.70
C -4.84 2.01 1.51
C -3.57 1.45 1.56
C -1.57 -2.26 1.39
C -2.39 -2.42 0.10
C -0.10 -2.54 1.02
C -2.02 -3.33 2.40
H -0.88 1.42 5.00
H -2.16 1.73 3.83
H -0.47 1.72 3.31
H 0.85 -0.49 3.37
H 0.37 -0.62 5.07
H 0.09 -1.97 3.97
H -2.06 -0.60 5.71
H -2.41 -1.93 4.62
H -3.32 -0.42 4.50
H -4.43 -1.74 2.28
H -6.66 -0.77 2.11
H -6.95 1.64 1.65
H -4.96 3.07 1.32
H -2.70 2.07 1.38
H -2.21 -3.42 -0.31
H -2.09 -1.68 -0.65
H -3.47 -2.32 0.27
H 0.23 -1.90 0.19
H 0.00 -3.58 0.69
H 0.58 -2.39 1.85
H -3.05 -3.20 2.73
H -1.38 -3.35 3.28
H -1.95 -4.32 1.93
*
```

Properties
- HOMO level (spin up / spin down): -9.8 / -9.8 eV
- HOMO-LUMO gap (spin up / spin down): 5.673 / 5.664 eV
- Total energy: -190733.4585 eV

***

# 2
The following is a DFT calculation (wB97M-V/def2-TZVPD) of the ion C5H5N2O3 with charge +1 at a distorted geometry.

```
! wB97M-V def2-TZVPD RIJCOSX def2/J DEFGRID3
* xyz 1 1
C 0.13 -1.42 -1.13
C 0.89 -0.52 -1.77
C -0.48 -0.82 0.05
C 1.17 0.70 -0.97
C 0.25 1.48 1.29
N 0.30 0.67 0.15
N -1.61 -1.16 0.93
O -1.54 -0.75 2.07
O 1.90 1.59 -1.29
O -2.54 -1.76 0.43
H -0.18 -2.47 -1.49
H 1.22 -0.70 -2.79
H -0.81 1.80 1.35
H 0.78 2.38 0.88
H 0.51 0.98 2.27
*
```

Properties
- HOMO level (spin up / spin down): -15.5 / -15.5 eV
- HOMO-LUMO gap (spin up / spin down): 6.820 / 6.818 eV
- Total energy: -14373.8503 eV
- SMILES: C[N+]1=C([N+](=O)[O-])C=CC1=O

***

# 3
The following is a DFT calculation (wB97M-V/def2-TZVPD) of a structure of composition C9H17N9O2PdSSe2 at a distorted geometry.

```
! wB97M-V def2-TZVPD RIJCOSX def2/J DEFGRID3
* xyz -2 1
Pd -0.36 0.06 0.06
O -4.69 -1.69 1.88
C -4.40 -0.86 0.76
C -4.01 0.57 1.16
C -5.27 1.29 1.68
O -5.89 0.66 2.80
C -3.51 1.38 -0.05
Se -2.35 0.48 -1.36
C -2.96 0.58 2.29
Se -1.52 -0.77 2.16
H -3.82 -1.86 2.29
H -5.31 -0.82 0.15
H -3.61 -1.30 0.16
H -5.99 1.37 0.85
H -5.02 2.31 1.99
H -5.68 -0.29 2.74
H -2.94 2.24 0.29
H -4.37 1.75 -0.62
H -3.45 0.41 3.24
H -2.48 1.55 2.32
N 2.72 1.27 1.45
C 2.61 -0.09 1.27
N 3.63 -0.92 1.47
N 3.13 -2.14 1.16
N 1.90 -2.04 0.79
N 1.53 -0.75 0.85
C 1.78 2.22 1.10
N 2.00 3.52 1.20
N 0.85 4.09 0.78
N 0.00 3.17 0.45
N 0.55 1.96 0.64
H 3.60 1.61 1.79
C 0.48 0.44 -3.62
S 0.97 -0.55 -2.17
C 2.76 -0.34 -2.31
H 0.97 1.41 -3.58
H -0.59 0.57 -3.56
H 0.76 -0.09 -4.53
H 3.11 -0.84 -3.21
H 3.20 -0.81 -1.42
H 3.01 0.72 -2.33
*
```

Properties
- HOMO level (spin up / spin down): -1.1 / -1.4 eV
- HOMO-LUMO gap (spin up / spin down): 5.658 / 5.920 eV
- Total energy: -172122.9809 eV

***

# 4
The following is a DFT calculation (wB97M-V/def2-TZVPD) of a structure of composition C5H11NS2 at a distorted geometry.

```
! wB97M-V def2-TZVPD RIJCOSX def2/J DEFGRID3
* xyz 0 1
C -2.27 -0.26 0.90
C -0.33 -0.45 -0.91
C -0.42 -1.99 -0.58
C 0.92 -0.17 0.08
C 1.95 0.88 -0.08
H -2.76 -1.28 0.78
H -2.85 0.87 1.68
H -1.06 -0.33 1.51
H 0.05 -0.29 -1.88
H -0.57 -2.54 -1.57
H -1.17 -2.27 0.20
H 0.42 -0.15 1.13
H 2.65 0.48 -1.02
H 2.51 1.34 0.92
H 1.63 3.12 0.62
H 0.38 2.23 -0.65
N 1.36 2.29 -0.36
S -1.88 0.42 -0.71
S 1.45 -1.91 -0.06
*
```

Properties
- HOMO level: -8.7 eV
- HOMO-LUMO gap: 9.211 eV
- Total energy: -28517.8358 eV

***

# 5
The following is a DFT calculation (wB97M-V/def2-TZVPD) of a structure of composition BClH5LaNO3P at a distorted geometry.

```
! wB97M-V def2-TZVPD RIJCOSX def2/J DEFGRID3
* xyz 2 1
N 0.50 -1.56 0.69
P 0.78 -0.12 -0.06
O 1.87 0.73 0.89
O 1.46 -0.45 -1.53
B -0.88 0.80 -0.31
O -2.03 -0.15 -0.24
Cl -1.17 2.17 0.89
H -0.50 -1.63 0.85
H 2.03 1.61 0.50
H 2.41 -0.27 -1.44
H -0.86 1.25 -1.43
H -2.10 -0.51 -1.14
La -1.50 -1.88 2.34
*
```

Properties
- HOMO level: -16.5 eV
- HOMO-LUMO gap: 5.420 eV
- Total energy: -31042.4251 eV

***

# 6
The following is a DFT calculation (wB97M-V/def2-TZVPD) of a cluster of 6 separate species, C32H70NO26P5 in total at a distorted geometry.

```
! wB97M-V def2-TZVPD RIJCOSX def2/J DEFGRID3
* xyz 0 1
C -1.89 0.01 3.14
C -2.10 0.83 4.44
O -2.87 1.99 4.10
C -2.27 3.17 4.60
C -1.11 3.66 3.70
O -1.46 3.62 2.34
C -0.42 4.13 1.54
C -0.90 4.56 0.15
C 0.10 5.46 -0.59
C 1.43 5.59 -0.18
C 2.39 6.38 -0.83
C 1.90 7.06 -1.96
C 0.56 6.86 -2.27
N -0.35 6.13 -1.65
C -1.05 3.40 -0.90
C -2.41 2.75 -0.58
O -2.10 1.71 0.35
C -1.68 0.57 -0.41
C -0.24 0.06 -0.06
C -0.22 -1.32 0.67
O 0.54 0.98 0.71
C -3.13 4.03 -0.01
O -4.29 4.06 0.25
O -2.23 5.06 0.15
H -0.99 0.39 2.64
H -2.72 0.19 2.44
H -1.81 -1.05 3.40
H -1.11 1.12 4.83
H -2.64 0.26 5.21
H -1.88 3.03 5.62
H -3.05 3.94 4.64
H -0.20 3.05 3.89
H -0.86 4.69 4.02
H 0.04 4.99 2.06
H 0.35 3.34 1.39
H 1.75 5.01 0.68
H 3.42 6.44 -0.51
H 2.55 7.69 -2.57
H 0.20 7.40 -3.16
H -0.18 2.77 -1.10
H -1.23 3.84 -1.90
H -3.04 2.48 -1.44
H -2.40 -0.24 -0.21
H -1.69 0.77 -1.49
H 0.29 -0.10 -1.01
H 0.28 -1.15 1.64
H 0.45 -1.99 0.12
H -1.22 -1.74 0.82
H 1.35 1.12 0.21
C 3.04 1.00 3.51
O 4.31 0.96 2.84
P 4.56 -0.30 1.77
O 3.20 -0.33 1.12
O 4.70 -1.37 3.01
C 5.71 -1.13 4.00
O 5.35 -1.31 0.70
C 4.87 -2.65 0.58
H 3.17 1.61 4.40
H 2.29 1.46 2.87
H 2.72 0.00 3.81
H 5.24 -0.76 4.91
H 6.45 -0.40 3.66
H 6.22 -2.07 4.22
H 3.84 -2.66 0.25
H 4.97 -3.20 1.52
H 5.48 -3.15 -0.17
C -0.38 10.15 -1.36
O -0.77 10.24 -2.73
P -0.13 11.51 -3.61
O 1.27 11.49 -3.09
O -1.09 12.59 -2.82
C -2.51 12.40 -2.87
O 0.12 12.55 -4.90
C 0.58 13.86 -4.60
H -1.12 9.54 -0.84
H 0.59 9.65 -1.28
H -0.34 11.13 -0.89
H -2.85 12.01 -1.91
H -2.80 11.69 -3.66
H -2.99 13.36 -3.06
H 1.55 13.83 -4.10
H -0.13 14.42 -4.00
H 0.70 14.38 -5.56
C 4.68 -7.57 -0.97
O 5.43 -7.11 -2.09
P 4.83 -5.76 -2.89
O 4.39 -4.95 -1.71
O 3.61 -6.67 -3.52
C 3.96 -7.81 -4.32
O 4.61 -4.56 -4.03
C 3.30 -4.03 -4.13
H 4.97 -8.61 -0.80
H 4.94 -6.99 -0.08
H 3.61 -7.52 -1.15
H 3.78 -8.72 -3.74
H 5.00 -7.79 -4.63
H 3.32 -7.83 -5.20
H 2.99 -3.60 -3.18
H 2.59 -4.80 -4.44
H 3.31 -3.25 -4.89
C -0.69 -6.34 -0.14
O 0.15 -6.08 -1.26
P -0.32 -4.81 -2.28
O -0.73 -3.89 -1.16
O -1.56 -5.70 -2.88
C -1.24 -6.91 -3.57
O -0.49 -3.63 -3.47
C -1.77 -3.06 -3.65
H -0.50 -7.36 0.19
H -0.44 -5.66 0.67
H -1.75 -6.25 -0.40
H -1.48 -7.77 -2.94
H -0.19 -6.96 -3.85
H -1.85 -6.97 -4.48
H -2.11 -2.57 -2.74
H -2.50 -3.80 -3.97
H -1.68 -2.31 -4.44
C -4.70 -9.85 4.38
O -4.87 -9.45 3.02
P -4.04 -8.08 2.53
O -2.74 -8.32 3.24
O -5.07 -7.11 3.37
C -6.47 -7.19 3.07
O -3.54 -6.82 1.55
C -3.07 -5.63 2.18
H -5.55 -10.49 4.63
H -3.79 -10.42 4.50
H -4.70 -8.99 5.05
H -6.98 -7.73 3.87
H -6.65 -7.69 2.12
H -6.86 -6.18 3.02
H -2.21 -5.84 2.80
H -3.86 -5.16 2.76
H -2.78 -4.94 1.39
*
```

Properties
- HOMO level: -9.0 eV
- HOMO-LUMO gap: 6.596 eV
- Total energy: -135477.6366 eV
- SMILES: CCOCCOC[C@@]1(c2ccccn2)C[C@@H](OC[C@H](C)O)C(=O)O1.COP(=O)(OC)OC.COP(=O)(OC)OC.COP(=O)(OC)OC.COP(=O)(OC)OC.COP(=O)(OC)OC

***

# 7
The following is a DFT calculation (wB97M-V/def2-TZVPD) of an isolated molecule of C6H10N2O2S at a distorted geometry.

```
! wB97M-V def2-TZVPD RIJCOSX def2/J DEFGRID3
* xyz 0 1
C -0.28 1.43 -0.91
C -0.10 0.10 -1.16
C 1.30 1.69 0.94
C -0.27 -2.61 0.24
C -0.49 3.14 0.66
C 0.98 -1.91 -0.38
N 0.36 2.00 0.21
N 0.97 -0.48 -0.46
O 2.94 0.92 -1.05
O 2.99 -0.49 0.91
S 2.25 0.41 0.10
H -1.14 1.87 -1.31
H -0.71 -0.26 -2.02
H -0.23 -3.63 0.02
H -0.32 -2.47 1.32
H -1.11 -2.16 -0.33
H 0.10 4.07 0.55
H -1.35 3.28 0.04
H -0.69 3.03 1.70
H 1.88 -2.42 0.12
H 1.16 -2.16 -1.45
*
```

Properties
- HOMO level: -9.0 eV
- HOMO-LUMO gap: 9.152 eV
- Total energy: -24290.1132 eV

***

# 8
The following is a DFT calculation (wB97M-V/def2-TZVPD) of a cluster of 9 separate species, C24H71N5O9 in total at a distorted geometry.

```
! wB97M-V def2-TZVPD RIJCOSX def2/J DEFGRID3
* xyz 0 1
C 0.07 -8.27 2.74
C 0.27 -7.34 1.63
O 0.81 -6.13 2.17
H -0.15 -9.30 2.43
H -0.78 -7.90 3.31
H 0.89 -8.27 3.45
H -0.70 -7.09 1.19
H 0.98 -7.68 0.88
H 1.57 -6.34 2.71
C -0.98 2.81 -5.29
C -1.18 1.76 -4.20
O -0.60 2.16 -3.00
H -1.31 3.79 -4.96
H -1.57 2.56 -6.18
H 0.07 3.03 -5.50
H -0.80 0.82 -4.59
H -2.25 1.61 -4.03
H -0.32 1.33 -2.59
O 1.24 -1.27 -0.03
H 1.06 -2.19 0.15
H 2.16 -1.15 0.21
O 4.71 -2.03 2.34
H 4.53 -2.89 2.73
H 5.48 -1.71 2.81
C 2.21 -6.35 -7.35
C 1.47 -5.86 -6.05
C 2.33 -4.81 -5.28
O 3.63 -5.25 -4.91
C 4.41 -4.17 -4.41
N 0.21 -5.35 -6.44
H 1.80 -7.26 -7.78
H 3.21 -6.66 -7.06
H 2.41 -5.59 -8.10
H 1.46 -6.70 -5.35
H 1.70 -4.56 -4.43
H 2.31 -3.99 -6.00
H 5.36 -4.67 -4.25
H 4.03 -3.79 -3.46
H 4.50 -3.36 -5.14
H -0.34 -6.15 -6.72
H -0.26 -5.05 -5.60
C -5.24 -2.22 -6.26
C -5.90 -3.60 -5.83
C -5.71 -3.86 -4.32
O -4.39 -4.10 -4.07
C -3.88 -3.61 -2.83
N -7.35 -3.54 -6.14
H -5.39 -2.01 -7.32
H -4.18 -2.25 -6.01
H -5.79 -1.39 -5.82
H -5.39 -4.32 -6.46
H -6.29 -4.74 -4.04
H -6.06 -2.97 -3.79
H -4.19 -4.25 -2.01
H -4.00 -2.56 -2.58
H -2.80 -3.71 -2.83
H -7.47 -3.44 -7.14
H -7.75 -4.43 -5.89
C 2.17 0.25 7.07
C 1.19 1.36 6.70
C 1.31 2.65 7.55
O 0.86 2.35 8.85
C 0.94 3.55 9.59
N 1.46 1.61 5.32
H 3.21 0.58 7.11
H 1.99 -0.60 6.41
H 1.97 -0.02 8.11
H 0.14 1.09 6.81
H 0.71 3.44 7.10
H 2.34 3.00 7.53
H 1.96 3.91 9.68
H 0.63 3.27 10.60
H 0.35 4.34 9.12
H 2.29 1.07 5.13
H 0.69 1.22 4.79
C 6.04 9.49 1.04
C 6.48 8.07 0.61
C 5.29 7.16 0.38
O 5.72 5.88 0.13
C 4.65 5.06 -0.18
N 7.24 8.07 -0.67
H 5.83 9.53 2.11
H 5.13 9.76 0.48
H 6.78 10.26 0.81
H 7.12 7.59 1.36
H 4.66 7.62 -0.38
H 4.80 7.00 1.35
H 4.10 5.29 -1.10
H 3.88 4.92 0.58
H 4.93 4.03 -0.39
H 7.14 7.15 -1.08
H 8.22 8.15 -0.43
C -5.91 4.86 3.28
C -5.43 3.64 4.05
C -5.08 2.45 3.11
O -4.44 1.42 3.94
C -4.02 0.29 3.19
N -4.24 4.05 4.83
H -6.51 5.58 3.84
H -6.54 4.49 2.46
H -5.02 5.28 2.82
H -6.21 3.25 4.70
H -4.44 2.77 2.29
H -5.97 2.06 2.63
H -3.30 0.54 2.42
H -4.86 -0.29 2.82
H -3.54 -0.34 3.94
H -4.07 3.30 5.48
H -4.47 4.85 5.40
*
```

Properties
- HOMO level: -9.1 eV
- HOMO-LUMO gap: 9.104 eV
- Total energy: -51911.9310 eV
- SMILES: COC[C@H](C)N.COC[C@H](C)N.COC[C@H](C)N.COC[C@H](C)N.COC[C@H](C)N.CCO.CCO.O.O

***

# 9
The following is a DFT calculation (wB97M-V/def2-TZVPD) of a structure of composition C3H6N2O2S at a distorted geometry.

```
! wB97M-V def2-TZVPD RIJCOSX def2/J DEFGRID3
* xyz 0 1
C -0.63 0.80 0.34
C -1.22 0.20 -0.87
C 0.58 0.13 0.82
N -0.07 -1.61 0.77
N 1.61 0.15 -0.22
O 2.00 1.26 -0.41
O 2.07 -0.85 -0.73
S -1.37 -1.60 -0.31
H -0.51 1.95 0.24
H -1.43 0.63 1.13
H -2.29 0.45 -1.05
H -0.50 0.22 -1.73
H 1.02 0.37 1.81
H 0.74 -2.10 0.20
*
```

Properties
- HOMO level: -8.3 eV
- HOMO-LUMO gap: 8.069 eV
- Total energy: -21113.6384 eV

***

# 10
The following is a DFT calculation (wB97M-V/def2-TZVPD) of a cluster of 2 separate species, C4H4Cl4O in total at a distorted geometry.

```
! wB97M-V def2-TZVPD RIJCOSX def2/J DEFGRID3
* xyz 0 1
C 0.35 1.18 0.02
C -0.06 0.14 0.71
C 0.62 2.58 0.51
C -0.31 -2.48 -0.65
O -1.41 -2.85 0.01
Cl 0.85 0.96 -1.65
Cl -0.87 -0.08 2.23
Cl -0.33 -2.17 -2.33
Cl 1.22 -3.20 -0.02
H -0.28 3.08 1.05
H 1.43 2.67 1.21
H 0.83 3.16 -0.36
H -2.03 -2.99 -0.72
*
```

Properties
- HOMO level (spin up / spin down): -9.2 / -8.0 eV
- HOMO-LUMO gap (spin up / spin down): 9.159 / 7.228 eV
- Total energy: -56345.4004 eV

***

# 11
The following is a DFT calculation (wB97M-V/def2-TZVPD) of an isolated molecule of C6H11N.

```
! wB97M-V def2-TZVPD RIJCOSX def2/J DEFGRID3
* xyz 0 1
C -2.28 0.30 -0.85
C -1.42 -0.42 0.15
C 0.01 -0.60 -0.38
C 1.03 -0.07 0.61
C 2.45 -0.13 0.06
C 0.74 1.33 0.96
N 0.64 2.44 1.28
H -3.26 0.43 -0.40
H -1.85 1.27 -1.11
H -2.33 -0.35 -1.73
H -1.48 0.15 1.09
H -1.86 -1.40 0.38
H 0.24 -1.66 -0.56
H 0.20 -0.09 -1.33
H 0.93 -0.65 1.53
H 2.73 -1.17 -0.14
H 2.54 0.42 -0.89
H 3.15 0.30 0.77
*
```

Properties
- HOMO level: -11.3 eV
- HOMO-LUMO gap: 12.242 eV
- Total energy: -7890.2396 eV
- SMILES: CCC[C@@H](C)C#N